(1)
{"formula": "C15H25INO", "method": "ωB97M-V with the def2-TZVPD basis set", "symbols": ["C", "C", "C", "C", "N", "C", "C", "O", "C", "C", "C", "I", "H", "H", "H", "H", "H", "H", "H", "H", "H", "H", "H", "H", "H", "H", "H", "H", "H", "H", "H", "C", "C", "C", "C", "C", "C", "H", "H", "H", "H", "H", "H"], "coordinates": [[2.819, 0.159, -0.492], [3.556, 1.325, 0.411], [4.732, 2.145, -0.456], [2.634, 2.224, 1.367], [1.606, 3.153, 0.852], [1.827, 3.820, -0.488], [1.305, 2.997, -1.798], [2.158, 2.835, -2.846], [0.139, 2.710, 1.042], [-0.200, 1.186, 0.623], [-1.861, 1.011, 0.667], [-2.481, -0.247, -1.047], [1.986, -0.446, 0.109], [2.476, 0.500, -1.555], [3.670, -0.657, -0.688], [4.234, 0.678, 1.161], [4.823, 3.225, 0.044], [5.773, 1.613, -0.424], [4.377, 2.237, -1.590], [2.103, 1.488, 2.145], [3.383, 2.850, 2.059], [1.632, 3.990, 1.520], [2.933, 4.244, -0.638], [1.158, 4.811, -0.451], [0.265, 2.473, -1.904], [-0.053, 2.807, 2.216], [-0.614, 3.499, 0.556], [0.220, 0.360, 1.363], [0.117, 0.851, -0.454], [-2.299, 2.097, 0.452], [-2.242, 0.618, 1.702], [-3.807, -5.966, -1.268], [-4.829, -6.278, -0.372], [-5.200, -5.361, 0.611], [-4.556, -4.127, 0.692], [-3.536, -3.813, -0.207], [-3.159, -4.733, -1.184], [-3.516, -6.682, -2.032], [-5.336, -7.238, -0.440], [-5.992, -5.608, 1.313], [-4.848, -3.410, 1.455], [-3.035, -2.850, -0.145], [-2.361, -4.491, -1.881]], "total_charge": 1, "e_above_lowest_kcal_mol": 103.8, "homo_lumo_gap_ev": 6.8515}

=====

(2)
{"formula": "C23H49Cl14N3O3", "method": "ωB97M-V with the def2-TZVPD basis set", "symbols": ["C", "C", "O", "N", "C", "H", "H", "H", "H", "H", "H", "H", "C", "C", "O", "N", "C", "H", "H", "H", "H", "H", "H", "H", "C", "C", "O", "N", "C", "H", "H", "H", "H", "H", "H", "H", "Cl", "C", "C", "Cl", "H", "H", "H", "H", "Cl", "C", "C", "Cl", "H", "H", "H", "H", "Cl", "C", "C", "Cl", "H", "H", "H", "H", "Cl", "C", "C", "Cl", "H", "H", "H", "H", "Cl", "C", "C", "Cl", "H", "H", "H", "H", "Cl", "C", "C", "Cl", "H", "H", "H", "H", "Cl", "C", "C", "Cl", "H", "H", "H", "H"], "coordinates": [[-3.355, -2.477, -0.287], [-2.504, -3.122, 0.736], [-1.956, -4.238, 0.694], [-2.379, -2.355, 1.888], [-1.418, -2.644, 2.953], [-3.914, -1.651, 0.087], [-4.067, -3.261, -0.624], [-2.883, -2.026, -1.191], [-2.768, -1.450, 1.776], [-1.656, -3.642, 3.456], [-1.426, -1.868, 3.653], [-0.414, -2.675, 2.519], [5.799, 1.994, 1.972], [4.896, 1.145, 2.880], [4.845, 1.310, 4.089], [4.307, 0.047, 2.321], [3.956, -1.076, 3.171], [5.859, 1.529, 0.944], [6.788, 2.025, 2.398], [5.330, 3.008, 1.770], [4.474, -0.038, 1.364], [4.371, -2.030, 2.725], [2.873, -1.133, 3.332], [4.424, -0.832, 4.090], [-2.161, 3.094, 2.416], [-2.795, 1.848, 2.946], [-3.427, 1.111, 2.144], [-2.846, 1.614, 4.239], [-3.501, 0.459, 4.842], [-2.315, 4.009, 2.973], [-2.425, 3.046, 1.379], [-1.103, 2.929, 2.380], [-2.272, 2.164, 4.909], [-3.051, -0.545, 4.618], [-4.525, 0.318, 4.520], [-3.516, 0.640, 5.869], [-2.008, 1.788, -7.409], [-2.591, 2.376, -5.759], [-2.913, 1.290, -4.777], [-1.556, 0.355, -4.053], [-3.453, 3.039, -5.988], [-1.805, 3.055, -5.413], [-3.657, 0.592, -5.133], [-3.264, 1.833, -3.895], [1.189, 0.697, 6.052], [1.105, 1.460, 4.467], [1.453, 2.938, 4.718], [1.525, 3.883, 3.204], [0.117, 1.321, 4.057], [1.755, 1.002, 3.739], [2.403, 3.034, 5.238], [0.691, 3.444, 5.368], [5.144, -1.425, -0.707], [4.090, -2.635, -1.517], [4.778, -3.962, -1.513], [6.230, -3.979, -2.499], [3.931, -2.229, -2.491], [3.110, -2.636, -0.963], [4.122, -4.723, -1.948], [5.094, -4.069, -0.484], [-5.035, 3.345, -2.256], [-4.044, 2.815, -0.899], [-3.785, 1.296, -0.946], [-5.259, 0.267, -1.228], [-4.621, 3.145, 0.020], [-3.086, 3.340, -0.958], [-3.332, 0.990, 0.020], [-3.122, 1.127, -1.768], [0.605, -3.679, -2.320], [-0.570, -4.973, -1.859], [-1.631, -5.131, -2.851], [-2.594, -6.548, -2.225], [-0.972, -4.652, -0.845], [0.021, -5.855, -1.862], [-1.270, -5.479, -3.780], [-2.268, -4.260, -3.030], [0.532, 3.512, -3.920], [1.973, 3.098, -4.965], [2.072, 1.554, -5.077], [3.141, 0.801, -3.811], [2.891, 3.445, -4.480], [1.942, 3.635, -5.932], [2.470, 1.308, -6.067], [1.088, 1.107, -4.908], [0.263, 2.418, 0.026], [0.900, 1.089, -1.001], [0.137, -0.162, -0.753], [0.896, -1.055, 0.592], [1.973, 1.055, -0.959], [0.651, 1.429, -2.043], [0.173, -0.815, -1.694], [-0.873, 0.154, -0.468]], "smiles": "CNC(C)=O.CNC(C)=O.CNC(C)=O.ClCCCl.ClCCCl.ClCCCl.ClCCCl.ClCCCl.ClCCCl.ClCCCl", "e_above_lowest_kcal_mol": 0.9, "homo_lumo_gap_ev": 9.9690}

=====

(3)
{"formula": "C10H17BBr24NS", "method": "ωB97M-V with the def2-TZVPD basis set", "symbols": ["C", "C", "N", "B", "S", "H", "H", "H", "H", "H", "H", "H", "H", "H", "C", "Br", "Br", "Br", "H", "C", "Br", "Br", "Br", "H", "C", "Br", "Br", "Br", "H", "C", "Br", "Br", "Br", "H", "C", "Br", "Br", "Br", "H", "C", "Br", "Br", "Br", "H", "C", "Br", "Br", "Br", "H", "C", "Br", "Br", "Br", "H"], "coordinates": [[1.636, 0.116, 3.580], [0.317, -0.134, 2.865], [-0.801, 0.554, 3.499], [-2.066, -0.296, 3.693], [-1.822, -1.563, 5.248], [1.874, 1.184, 3.600], [1.577, -0.256, 4.606], [2.464, -0.393, 3.078], [0.413, 0.200, 1.821], [0.144, -1.220, 2.823], [-0.482, 0.817, 4.425], [-2.290, -0.963, 2.687], [-3.039, 0.402, 3.953], [-2.033, -2.724, 4.637], [-1.258, 4.009, 6.456], [-0.322, 4.700, 8.002], [-0.439, 4.621, 4.829], [-1.419, 2.114, 6.495], [-2.252, 4.430, 6.488], [-3.151, -5.270, 2.429], [-2.192, -5.549, 0.785], [-1.987, -5.385, 3.937], [-4.022, -3.560, 2.449], [-3.913, -6.031, 2.500], [0.572, -3.960, -1.722], [1.756, -5.022, -0.645], [-0.705, -5.067, -2.653], [-0.296, -2.604, -0.703], [1.174, -3.475, -2.477], [-4.138, -0.785, -2.149], [-4.240, -2.374, -1.092], [-4.404, 0.764, -1.038], [-2.493, -0.681, -3.138], [-4.939, -0.810, -2.873], [-3.322, 4.351, -1.491], [-4.301, 5.995, -1.676], [-2.241, 4.005, -3.048], [-2.283, 4.299, 0.109], [-4.047, 3.551, -1.440], [0.461, 1.635, -1.654], [-0.651, 1.095, -0.197], [1.344, 3.305, -1.302], [1.730, 0.278, -2.156], [-0.185, 1.792, -2.508], [5.524, 2.078, -4.014], [5.090, 2.075, -2.150], [6.635, 0.584, -4.490], [3.942, 2.140, -5.104], [6.087, 2.976, -4.219], [5.800, -1.245, -8.328], [5.426, 0.622, -8.569], [7.526, -1.512, -7.533], [4.421, -2.113, -7.317], [5.823, -1.699, -9.307]], "total_charge": -1, "homo_lumo_gap_ev": 5.1575}

=====

(4)
{"formula": "C8H6N2", "method": "ωB97M-V with the def2-TZVPD basis set", "symbols": ["C", "C", "C", "C", "C", "C", "C", "C", "H", "H", "H", "H", "H", "H", "N", "N"], "coordinates": [[1.245, -1.560, 1.593], [1.703, -0.156, 1.792], [1.310, 0.821, 0.996], [0.356, 0.635, -0.024], [-1.898, 0.464, -1.631], [-1.247, -0.744, -1.262], [-0.154, -0.715, -0.417], [0.505, -1.894, 0.436], [1.958, -2.271, 2.050], [2.410, -0.097, 2.687], [1.383, 1.842, 1.034], [-3.007, 0.668, -2.053], [-1.497, -1.673, -1.549], [0.222, -2.815, 0.071], [-0.381, 1.653, -0.346], [-1.390, 1.666, -1.245]], "smiles": "c1ccc2nnccc2c1", "e_above_lowest_kcal_mol": 69.4, "homo_lumo_gap_ev": 8.5724}

=====

(5)
{"formula": "H5N2OP", "method": "ωB97M-V with the def2-TZVPD basis set", "symbols": ["N", "N", "O", "P", "H", "H", "H", "H", "H"], "coordinates": [[1.668, -0.496, 0.238], [-2.011, 0.293, 0.663], [0.426, -0.007, 0.507], [-0.716, 0.148, -0.499], [2.101, -0.688, 1.230], [1.618, -0.123, -2.110], [-2.796, 0.850, 0.411], [-2.117, -0.492, 1.332], [1.826, 0.516, -1.773]], "e_above_lowest_kcal_mol": 145.5, "homo_lumo_gap_ev": [7.0107, 9.0674]}

=====

(6)
{"formula": "C6H4O", "method": "ωB97M-V with the def2-TZVPD basis set", "symbols": ["C", "C", "C", "C", "C", "C", "O", "H", "H", "H", "H"], "coordinates": [[2.874, -0.350, 0.103], [1.893, 0.364, 0.098], [0.597, 0.718, 0.022], [-0.623, 1.239, 0.115], [-1.651, 0.266, 0.114], [-1.248, -1.003, -0.243], [-0.033, -1.196, -0.560], [3.691, -1.018, -0.031], [-0.877, 2.300, 0.171], [-2.639, 0.497, 0.453], [-1.984, -1.818, -0.241]], "e_above_lowest_kcal_mol": 86.6, "homo_lumo_gap_ev": [7.0879, 7.0886]}

=====

(7)
{"formula": "C12H9ClF5O5Pd", "method": "ωB97M-V with the def2-TZVPD basis set", "symbols": ["Pd", "C", "C", "C", "O", "C", "O", "O", "H", "H", "H", "H", "H", "H", "H", "F", "C", "C", "C", "F", "C", "F", "C", "F", "C", "F", "Cl", "C", "C", "O", "O", "H", "H"], "coordinates": [[0.168, -0.529, -1.134], [-2.739, 0.437, 2.530], [-1.275, 0.379, 2.414], [-0.372, 1.165, 3.259], [-0.727, -0.455, 1.636], [-0.511, 3.006, -0.058], [-0.929, 3.783, 0.686], [-0.086, 2.177, -0.753], [-2.995, -0.234, 3.361], [-3.224, 0.068, 1.628], [-3.082, 1.432, 2.803], [-0.260, 0.562, 4.173], [-0.797, 2.123, 3.545], [0.617, 1.259, 2.818], [-1.360, -0.968, 1.052], [1.968, -1.765, 0.704], [2.704, -1.354, -0.356], [2.050, -0.814, -1.442], [2.796, -0.362, -2.512], [2.190, 0.206, -3.554], [4.177, -0.479, -2.513], [4.888, -0.048, -3.544], [4.818, -1.041, -1.417], [6.134, -1.158, -1.408], [4.080, -1.480, -0.327], [4.685, -2.016, 0.726], [-4.528, -2.065, -2.067], [-3.900, -0.418, -1.828], [-2.402, -0.499, -1.669], [-1.658, -0.288, -2.627], [-1.913, -0.787, -0.497], [-4.368, -0.017, -0.933], [-4.149, 0.178, -2.698]], "total_charge": 1, "homo_lumo_gap_ev": [6.5636, 6.5646]}

=====

(8)
{"formula": "C4H15NO3", "method": "ωB97M-V with the def2-TZVPD basis set", "symbols": ["C", "C", "C", "N", "C", "H", "H", "H", "H", "H", "H", "H", "H", "H", "H", "H", "O", "H", "H", "O", "H", "H", "O"], "coordinates": [[-0.034, -1.272, -0.072], [1.347, -0.784, -0.447], [1.690, 0.505, -0.384], [0.853, 1.575, -0.052], [2.326, -1.840, -0.816], [-0.688, -1.425, -0.933], [0.105, -2.209, 0.477], [-0.557, -0.644, 0.649], [2.649, 0.848, -0.754], [1.297, 2.476, -0.035], [0.160, 1.536, 0.681], [1.842, -2.717, -1.271], [3.014, -1.487, -1.587], [2.802, -2.293, 0.055], [-3.032, 1.051, 0.865], [-3.388, 0.220, -0.388], [-3.249, 0.151, 0.555], [-1.229, 1.873, -1.484], [-1.220, 0.360, -1.496], [-1.755, 1.114, -1.720], [-1.384, 0.409, 2.421], [-0.371, 1.236, 3.130], [-1.179, 1.316, 2.605]], "smiles": "CC(C)=CN.O.O.O", "e_above_lowest_kcal_mol": 15.5, "homo_lumo_gap_ev": 8.5019}

=====

(9)
{"formula": "C3H9S2", "method": "ωB97M-V with the def2-TZVPD basis set", "symbols": ["C", "S", "H", "H", "H", "H", "C", "C", "S", "H", "H", "H", "H", "H"], "coordinates": [[1.290, 1.590, -1.405], [2.546, 0.736, -2.412], [0.611, 0.820, -1.026], [1.766, 2.092, -0.567], [0.725, 2.308, -1.989], [3.298, 1.790, -2.747], [-1.352, -1.344, 2.045], [-1.155, -1.139, 0.544], [-1.738, 0.492, -0.033], [-2.389, -1.136, 2.305], [-0.724, -0.658, 2.618], [-1.082, -2.366, 2.347], [-1.704, -1.918, 0.006], [-0.092, -1.266, 0.315]], "total_charge": -1, "e_above_lowest_kcal_mol": 14.7, "homo_lumo_gap_ev": 5.5899}

=====

(10)
{"formula": "C7H12", "method": "ωB97M-V with the def2-TZVPD basis set", "symbols": ["C", "C", "C", "C", "C", "C", "C", "H", "H", "H", "H", "H", "H", "H", "H", "H", "H", "H", "H"], "coordinates": [[-2.255, -0.716, 0.926], [-1.475, -0.720, -0.340], [0.145, 0.552, -1.465], [1.026, 1.426, -0.989], [1.484, 1.073, 0.415], [0.869, -0.323, 0.665], [-0.183, -0.414, -0.420], [-3.112, -0.053, 0.759], [-2.619, -1.694, 1.234], [-1.659, -0.270, 1.730], [-2.035, -0.692, -1.275], [-0.417, 0.587, -2.393], [1.890, -1.017, -1.784], [1.322, 2.329, -1.503], [2.574, 1.076, 0.511], [1.092, 1.797, 1.141], [0.449, -0.463, 1.665], [1.642, -1.099, 0.554], [1.311, -1.452, -1.595]], "smiles": "C/C=C1/C=CCC1.[H][H]", "e_above_lowest_kcal_mol": 59.1, "homo_lumo_gap_ev": 8.9901}

=====

(11)
{"formula": "C27H23BrF5N5O2SV", "method": "ωB97M-V with the def2-TZVPD basis set", "symbols": ["V", "O", "C", "C", "C", "C", "C", "C", "C", "O", "N", "N", "C", "C", "Br", "C", "C", "C", "C", "C", "C", "C", "H", "H", "H", "H", "H", "H", "H", "H", "H", "H", "H", "H", "H", "H", "C", "N", "C", "C", "N", "C", "S", "C", "C", "C", "C", "C", "N", "H", "H", "H", "H", "H", "H", "H", "H", "H", "F", "C", "F", "C", "F", "F", "F"], "coordinates": [[0.322, -1.064, 0.195], [-2.033, 0.529, -2.565], [-2.806, 1.426, -1.888], [-3.711, 2.182, -2.619], [-4.517, 3.108, -1.978], [-4.445, 3.280, -0.602], [-3.545, 2.513, 0.119], [-2.707, 1.592, -0.505], [-1.698, 0.871, 0.342], [-1.335, -0.390, -0.185], [-0.447, 1.672, 0.381], [0.702, 0.962, 0.514], [1.795, 1.528, 0.857], [3.043, 0.777, 0.921], [2.960, -0.963, 0.135], [4.203, 1.198, 1.425], [4.380, 2.450, 2.186], [3.445, 2.849, 3.141], [3.637, 4.023, 3.854], [4.764, 4.798, 3.623], [5.710, 4.392, 2.692], [5.526, 3.216, 1.984], [-1.606, -0.022, -1.888], [-3.771, 2.028, -3.688], [-5.221, 3.689, -2.560], [-5.088, 3.988, -0.098], [-3.491, 2.620, 1.198], [-2.095, 0.742, 1.355], [-0.474, 2.544, 0.892], [1.829, 2.585, 1.102], [5.082, 0.580, 1.279], [2.594, 2.217, 3.367], [2.915, 4.318, 4.604], [4.916, 5.710, 4.184], [6.599, 4.985, 2.523], [6.269, 2.894, 1.265], [-1.858, -5.464, 0.766], [-1.793, -4.614, -0.426], [-2.772, -4.559, -1.402], [-2.356, -3.690, -2.338], [-1.116, -3.215, -1.925], [-0.785, -3.786, -0.732], [0.619, -3.560, 0.228], [-0.300, -2.368, -2.725], [-0.301, -2.530, -4.098], [0.426, -1.628, -4.854], [1.129, -0.618, -4.217], [1.089, -0.563, -2.840], [0.387, -1.428, -2.092], [-2.906, -5.661, 0.971], [-1.411, -4.931, 1.597], [-1.323, -6.394, 0.586], [-3.680, -5.129, -1.324], [-2.836, -3.324, -3.227], [-0.845, -3.342, -4.557], [0.442, -1.717, -5.932], [1.697, 0.116, -4.769], [1.624, 0.206, -2.299], [-0.023, 0.040, 2.930], [0.041, -1.198, 2.310], [1.164, -1.797, 2.848], [-1.204, -1.986, 2.877], [-0.850, -3.046, 3.602], [-1.976, -2.433, 1.855], [-1.986, -1.211, 3.628]], "s2": 2.021, "spin_multiplicity": 3, "total_charge": 1, "e_above_lowest_kcal_mol": 0.0, "homo_lumo_gap_ev": [7.7585, 7.5353]}

=====

| no. | strongest force on any atom (eV Å⁻¹) |
| --- | --- |
| 1 | 8.9 |
| 2 | 3.2 |
| 3 | 0.6 |
| 4 | 5.9 |
| 5 | 4.4 |
| 6 | 1.9 |
| 7 | 1.2 |
| 8 | 1.1 |
| 9 | 0.4 |
| 10 | 0.8 |
| 11 | 0.9 |